This record from the OMol25 dataset describes a structure of composition C14H21Br3Cl2O6 at a distorted geometry. The level of theory is wB97M-V/def2-TZVPD.

Each line ends with the Löwdin charge.
CARTESIAN COORDINATES (ANGSTROEM)
O: -6.460 12.075 -17.619  0.069
C: -5.329 12.575 -17.670  -0.457
O: -5.107 13.888 -17.662  0.014
C: -3.674 14.252 -17.534  -0.105
C: -2.961 12.947 -17.951  -0.156
C: -3.942 11.833 -17.492  -0.053
H: -3.515 14.619 -16.520  0.122
H: -3.350 15.068 -18.180  0.118
H: -2.023 12.858 -17.403  0.107
H: -2.731 12.928 -19.016  0.106
H: -3.894 11.738 -16.407  0.121
H: -3.884 10.885 -18.027  0.115
O: -3.976 14.882 -21.895  0.074
C: -4.003 13.913 -22.667  -0.511
O: -5.160 13.432 -23.025  0.057
C: -5.013 12.195 -23.678  -0.142
C: -3.550 11.842 -23.380  -0.178
C: -2.909 13.140 -23.269  -0.094
H: -5.343 12.182 -24.717  0.131
H: -5.650 11.465 -23.178  0.128
H: -3.206 11.259 -24.234  0.120
H: -3.474 11.138 -22.551  0.125
H: -2.873 13.493 -24.300  0.149
H: -1.980 13.222 -22.706  0.143
O: -5.801 21.467 -27.034  0.111
C: -4.982 21.043 -26.255  -0.491
O: -5.215 20.109 -25.352  0.049
C: -4.028 19.787 -24.574  -0.141
C: -3.026 20.806 -24.924  -0.201
C: -3.479 21.355 -26.228  -0.082
H: -3.702 18.807 -24.920  0.132
H: -4.209 19.860 -23.502  0.128
H: -2.046 20.329 -24.908  0.123
H: -3.017 21.614 -24.192  0.121
H: -2.880 20.857 -26.990  0.128
H: -3.360 22.422 -26.418  0.127
C: -8.041 16.491 -20.641  -1.007
Cl: -8.164 18.194 -21.333  0.427
Cl: -9.295 16.091 -19.514  0.538
H: -7.949 15.754 -21.438  0.032
H: -7.103 16.511 -20.086  0.011
C: -3.887 19.890 -19.117  -1.419
Br: -1.930 19.838 -18.968  0.514
Br: -4.518 21.751 -19.578  0.480
Br: -4.618 19.570 -17.218  0.437
H: -4.242 19.114 -19.794  -0.019

Output
electronic energy	-9639.87487	hartree
strongest force on any atom	5.18	eV/Å
HOMO	-10.05	eV
LUMO level	-0.5327	eV



This record from the OMol25 dataset describes a cluster of 12 separate species, C43H113N17O12 in total at a distorted geometry. The level of theory is wB97M-V/def2-TZVPD.

Each line ends with the Löwdin charge.
CARTESIAN COORDINATES (ANGSTROEM)
C: -15.665 -2.946 -23.777  -0.058
C: -14.961 -4.252 -24.202  -0.461
C: -13.532 -4.290 -23.500  -0.106
C: -12.949 -5.738 -23.354  -0.170
C: -13.975 -6.572 -22.567  -0.128
C: -15.444 -6.628 -23.243  -0.447
N: -15.886 -5.309 -23.632  -0.126
O: -17.165 -5.302 -24.224  -0.020
C: -15.393 -7.704 -24.373  -0.027
C: -16.253 -7.161 -21.999  -0.050
C: -14.849 -4.404 -25.717  -0.034
H: -15.918 -2.857 -22.721  0.081
H: -16.620 -2.810 -24.286  0.071
H: -15.091 -2.046 -23.994  0.076
H: -12.858 -3.655 -24.076  0.106
H: -13.505 -3.905 -22.480  0.109
H: -11.990 -5.728 -22.836  0.083
H: -12.824 -6.260 -24.302  0.096
H: -14.105 -6.182 -21.557  0.098
H: -13.664 -7.611 -22.464  0.096
H: -14.829 -8.567 -24.018  0.064
H: -16.419 -7.912 -24.677  0.075
H: -14.934 -7.412 -25.318  0.063
H: -15.863 -8.030 -21.469  0.060
H: -16.302 -6.368 -21.252  0.062
H: -17.279 -7.444 -22.236  0.066
H: -14.313 -5.341 -25.868  0.067
H: -14.425 -3.510 -26.173  0.085
H: -15.874 -4.555 -26.056  0.078
H: -17.704 -4.984 -23.497  0.101
C: -11.802 -12.939 -25.959  -0.038
C: -13.202 -13.194 -25.293  -0.453
C: -13.599 -12.012 -24.363  -0.138
C: -15.036 -11.831 -23.987  -0.212
C: -15.945 -11.889 -25.226  -0.121
C: -15.665 -13.183 -26.153  -0.399
N: -14.163 -13.356 -26.350  -0.140
O: -13.869 -14.272 -27.341  -0.022
C: -16.321 -14.361 -25.342  -0.046
C: -16.583 -12.977 -27.359  -0.060
C: -13.257 -14.526 -24.457  -0.039
H: -10.981 -12.683 -25.289  0.063
H: -11.928 -12.132 -26.680  0.078
H: -11.404 -13.825 -26.452  0.072
H: -13.096 -12.143 -23.404  0.110
H: -13.194 -11.058 -24.699  0.103
H: -15.165 -10.912 -23.416  0.089
H: -15.393 -12.643 -23.353  0.087
H: -15.642 -10.977 -25.740  0.108
H: -16.974 -11.823 -24.873  0.100
H: -17.368 -14.149 -25.126  0.068
H: -16.242 -15.273 -25.934  0.080
H: -15.864 -14.576 -24.377  0.051
H: -16.420 -11.980 -27.768  0.075
H: -16.290 -13.701 -28.119  0.072
H: -17.661 -13.065 -27.224  0.084
H: -13.797 -14.367 -23.524  0.047
H: -12.258 -14.892 -24.219  0.057
H: -13.707 -15.358 -24.999  0.071
H: -13.455 -13.780 -28.053  0.098
C: -17.642 -10.312 -21.523  -0.055
C: -18.842 -11.112 -22.048  -0.394
C: -18.497 -12.598 -22.422  -0.175
O: -19.554 -13.199 -23.207  -0.189
C: -19.671 -14.629 -22.882  -0.071
N: -20.011 -11.009 -21.190  0.024
H: -16.952 -10.009 -22.310  0.058
H: -17.022 -10.830 -20.791  0.059
H: -17.949 -9.387 -21.035  0.070
H: -19.034 -10.669 -23.026  0.128
H: -18.231 -13.191 -21.547  0.109
H: -17.534 -12.495 -22.922  0.089
H: -19.691 -14.749 -21.798  0.073
H: -18.788 -15.189 -23.187  0.054
H: -20.573 -14.960 -23.397  0.090
H: -20.700 -11.635 -21.581  0.080
H: -20.395 -10.075 -21.219  0.085
C: -9.526 -11.775 -18.500  -0.082
C: -9.919 -12.884 -17.654  -0.480
C: -9.354 -14.230 -18.103  -0.211
O: -7.928 -14.424 -18.074  -0.172
C: -7.524 -15.686 -18.641  -0.150
N: -9.846 -12.489 -16.268  0.053
H: -10.110 -10.904 -18.202  0.067
H: -9.722 -12.007 -19.547  0.071
H: -8.475 -11.525 -18.351  0.095
H: -10.986 -13.084 -17.752  0.115
H: -9.773 -14.457 -19.083  0.099
H: -9.795 -15.061 -17.552  0.110
H: -8.102 -16.547 -18.305  0.070
H: -6.503 -16.019 -18.453  0.076
H: -7.657 -15.841 -19.712  0.067
H: -10.261 -11.569 -16.239  0.002
H: -8.905 -12.359 -15.926  0.079
C: -18.953 -19.214 -22.247  -0.055
C: -17.674 -18.643 -21.498  -0.430
C: -17.564 -17.195 -21.921  -0.285
O: -16.614 -16.413 -21.299  -0.186
C: -15.295 -16.650 -21.771  -0.131
N: -17.737 -18.757 -20.036  0.055
H: -18.760 -19.405 -23.302  0.072
H: -19.905 -18.704 -22.102  0.071
H: -19.129 -20.143 -21.704  0.059
H: -16.808 -19.134 -21.943  0.123
H: -18.337 -16.683 -21.348  0.117
H: -17.719 -17.011 -22.985  0.121
H: -14.659 -17.023 -20.969  0.078
H: -14.890 -15.702 -22.125  0.047
H: -15.154 -17.246 -22.673  0.088
H: -16.773 -18.581 -19.794  0.065
H: -17.859 -19.729 -19.791  0.062
C: -12.782 -9.464 -19.145  -0.035
C: -13.915 -10.352 -19.582  -0.428
C: -13.484 -11.815 -19.758  -0.161
O: -14.562 -12.569 -20.341  -0.228
C: -14.780 -13.912 -19.952  -0.101
N: -15.058 -10.268 -18.669  0.073
H: -13.141 -8.441 -19.262  0.072
H: -11.919 -9.522 -19.808  0.057
H: -12.295 -9.660 -18.190  0.070
H: -14.286 -10.059 -20.564  0.129
H: -13.159 -12.304 -18.840  0.115
H: -12.777 -11.789 -20.588  0.121
H: -14.528 -14.066 -18.903  0.078
H: -14.029 -14.496 -20.483  0.065
H: -15.792 -14.220 -20.217  0.082
H: -15.653 -10.907 -19.176  0.051
H: -14.633 -10.790 -17.916  0.068
C: -10.739 -9.474 -22.926  -0.079
C: -9.613 -10.466 -22.544  -0.351
C: -8.528 -10.684 -23.687  -0.276
O: -9.090 -11.165 -24.842  -0.201
C: -8.178 -11.219 -25.954  -0.121
N: -8.968 -9.786 -21.341  0.029
H: -10.358 -8.702 -23.595  0.070
H: -11.455 -9.123 -22.182  0.052
H: -11.422 -9.943 -23.634  0.046
H: -9.983 -11.443 -22.233  0.115
H: -7.760 -11.379 -23.349  0.112
H: -8.094 -9.687 -23.769  0.102
H: -7.309 -11.874 -25.894  0.084
H: -7.920 -10.183 -26.171  0.077
H: -8.776 -11.444 -26.837  0.076
H: -8.527 -8.957 -21.715  0.035
H: -8.309 -10.396 -20.879  0.052
C: -18.584 -12.201 -18.047  -0.775
O: -17.924 -12.802 -17.224  0.014
N: -18.512 -10.967 -18.324  0.193
N: -19.401 -12.854 -18.906  0.163
H: -18.208 -10.322 -17.608  0.096
H: -19.065 -10.577 -19.074  0.088
H: -19.410 -13.863 -18.849  0.105
H: -19.803 -12.366 -19.694  0.045
C: -15.836 -10.869 -14.216  -0.851
O: -14.875 -10.697 -13.557  0.055
N: -15.857 -11.707 -15.176  0.190
N: -16.942 -10.178 -14.112  0.181
H: -15.025 -12.229 -15.411  0.116
H: -16.695 -11.877 -15.715  0.068
H: -17.634 -10.535 -14.754  0.102
H: -17.017 -9.553 -13.322  0.126
C: -16.575 -6.823 -17.811  -0.760
O: -17.204 -5.911 -17.301  0.013
N: -16.726 -8.126 -17.535  0.141
N: -15.674 -6.709 -18.745  0.173
H: -16.076 -8.766 -17.968  0.030
H: -17.321 -8.321 -16.742  0.092
H: -15.527 -5.834 -19.230  0.117
H: -15.134 -7.544 -18.922  0.078
C: -11.827 -9.817 -15.426  -0.793
O: -10.708 -9.672 -15.893  0.010
N: -12.592 -10.818 -15.603  0.201
N: -12.387 -8.862 -14.726  0.185
H: -12.235 -11.605 -16.125  0.101
H: -13.571 -10.863 -15.360  0.068
H: -13.202 -9.174 -14.218  0.085
H: -11.894 -8.008 -14.506  0.122
C: -10.684 -5.682 -20.300  -0.810
O: -11.664 -5.441 -19.655  0.057
N: -10.179 -6.917 -20.500  0.158
N: -9.967 -4.880 -20.991  0.146
H: -10.772 -7.668 -20.175  0.071
H: -9.272 -7.214 -20.831  0.073
H: -9.165 -5.251 -21.481  0.093
H: -10.564 -4.188 -21.420  0.112

Output
electronic energy	-3539.69011	hartree
strongest force on any atom	6.38	eV/Å
<S²>	0.75
spin multiplicity	2
HOMO (alpha / beta)	0.58 / -6.11	eV
net charge	-1
LUMO level (alpha / beta)	1.9749 / 1.9517	eV



This record from the OMol25 dataset describes a cluster of 8 separate species, C20H46N2O6S6 in total at a distorted geometry. The level of theory is wB97M-V/def2-TZVPD.

Each line ends with the Löwdin charge.
CARTESIAN COORDINATES (ANGSTROEM)
C: -3.805 2.182 0.668  -0.280
S: -3.985 1.588 -0.993  0.836
O: -2.632 1.191 -1.467  -0.566
C: -4.811 0.052 -0.593  -0.269
H: -4.754 2.397 1.160  0.067
H: -3.165 3.059 0.650  0.020
H: -3.289 1.501 1.354  0.064
H: -5.779 0.239 -0.132  0.056
H: -4.192 -0.509 0.114  0.055
H: -4.853 -0.558 -1.493  0.045
C: 5.766 -3.169 -2.536  -0.266
S: 5.052 -1.517 -2.372  0.773
O: 5.093 -0.828 -3.663  -0.512
C: 3.359 -2.033 -2.096  -0.284
H: 6.844 -3.039 -2.456  0.040
H: 5.512 -3.618 -3.495  0.057
H: 5.394 -3.788 -1.719  0.045
H: 2.769 -1.116 -2.088  0.027
H: 3.251 -2.561 -1.149  0.040
H: 2.987 -2.635 -2.925  0.058
C: -3.356 -3.029 5.295  -0.280
S: -1.590 -3.335 5.188  0.798
O: -1.446 -4.768 4.834  -0.552
C: -1.315 -2.430 3.669  -0.280
H: -3.629 -2.027 5.618  0.052
H: -3.712 -3.720 6.062  0.048
H: -3.813 -3.322 4.350  0.053
H: -0.266 -2.486 3.398  0.038
H: -1.687 -1.409 3.775  0.053
H: -1.944 -2.850 2.880  0.054
C: 5.614 2.136 -1.019  -0.275
S: 3.908 2.367 -1.518  0.804
O: 3.690 1.568 -2.739  -0.538
C: 3.192 1.430 -0.156  -0.268
H: 6.253 2.555 -1.794  0.053
H: 5.868 1.087 -0.855  0.038
H: 5.785 2.668 -0.079  0.049
H: 3.644 1.618 0.816  0.058
H: 3.291 0.367 -0.387  0.034
H: 2.119 1.628 -0.128  0.033
C: -2.154 -2.468 -1.727  -0.263
S: -0.870 -3.155 -2.783  0.871
O: 0.408 -2.695 -2.167  -0.567
C: -1.146 -4.876 -2.336  -0.256
H: -2.017 -1.387 -1.725  0.030
H: -2.061 -2.909 -0.733  0.061
H: -3.150 -2.721 -2.093  0.056
H: -2.218 -5.017 -2.473  0.052
H: -0.932 -5.055 -1.281  0.064
H: -0.519 -5.506 -2.958  0.051
C: 0.257 3.597 -4.257  -0.276
S: 0.652 1.941 -4.819  0.801
O: 2.096 1.918 -5.100  -0.531
C: 0.380 1.198 -3.211  -0.272
H: -0.798 3.707 -3.991  0.050
H: 0.507 4.334 -5.015  0.049
H: 0.812 3.815 -3.340  0.052
H: -0.661 1.396 -2.932  0.027
H: 0.993 1.715 -2.473  0.032
H: 0.555 0.125 -3.213  0.044
N: -2.707 4.366 4.607  0.004
C: -3.156 5.101 3.536  -0.136
C: -2.454 4.721 2.431  -0.125
C: -1.612 3.640 2.832  -0.124
C: -1.780 3.457 4.177  -0.133
H: -2.947 4.610 5.552  0.144
H: -3.953 5.809 3.687  0.107
H: -2.591 5.146 1.451  0.095
H: -0.868 3.177 2.206  0.083
H: -1.296 2.787 4.867  0.107
N: 0.609 -1.129 0.174  0.035
C: -0.144 -0.070 0.590  -0.129
C: 0.367 0.346 1.804  -0.121
C: 1.445 -0.515 2.123  -0.136
C: 1.576 -1.419 1.099  -0.146
H: 0.488 -1.649 -0.690  0.068
H: -0.850 0.346 -0.114  0.082
H: 0.026 1.152 2.430  0.068
H: 2.151 -0.433 2.935  0.095
H: 2.197 -2.285 0.948  0.105

Output
electronic energy	-3739.49732	hartree
strongest force on any atom	1.17	eV/Å
HOMO	-7.80	eV
LUMO level	0.0651	eV
ΔE to the lowest compared entry with this formula, charge and spin	2.3	kcal/mol